The following is a DFT calculation (wB97M-V/def2-TZVPD) of a 2-piece molecular cluster, C5F9I overall in a non-equilibrium geometry.

```
! RIJCOSX wB97M-V def2-TZVPD def2/J DEFGRID3
* xyz 0 1
F -3.553 -0.286 -0.036
C -2.437 -0.951 -0.067
F -2.542 -2.127 -0.668
C -1.296 -0.504 0.437
F -1.234 0.725 0.951
C -0.100 -1.392 0.363
F -0.291 -2.316 -0.574
F 1.045 -0.859 0.139
F 0.064 -2.113 1.536
F 3.371 3.253 0.224
C 2.535 2.632 -0.643
F 3.052 2.447 -1.850
C 1.264 2.499 -0.340
F 0.293 2.021 -1.091
I 0.748 3.248 1.625
*
```

Output
Energy   -1386.915467 Eh
Strongest force on any atom   2.72 eV/A
Molecular weight   357.941 Da
Gap between HOMO and LUMO   9.5422 eV
Energy above the lowest of the compared OMol25 structures with the same formula, charge and spin   0.000 eV
SMILES string   FC(F)=C(F)C(F)(F)F.FC(F)=C(F)I

The following is a DFT calculation (wB97M-V/def2-TZVPD) of C5H10 as an isolated structure in a non-equilibrium geometry.

```
! RIJCOSX wB97M-V def2-TZVPD def2/J DEFGRID3
* xyz 0 1
C 0.792 -0.802 -1.497
C 0.414 -0.693 -0.136
C 0.532 0.407 0.744
C -2.657 -0.210 0.278
C 1.612 1.215 0.735
H 1.678 -0.765 -0.703
H 0.244 -0.049 -2.085
H 0.646 -1.791 -1.919
H -0.121 0.577 1.587
H -2.030 -0.080 1.155
H -2.540 -1.140 -0.268
H -3.705 -0.127 0.557
H 2.162 1.396 -0.180
H 1.698 1.978 1.495
H -2.325 0.603 -0.371
*
```

Output
Energy   -196.286805 Eh
Strongest force on any atom   3.68 eV/A
Molecular weight   70.135 Da
Gap between HOMO and LUMO   7.5127 eV
Energy above the lowest of the compared OMol25 structures with the same formula, charge and spin   6.030 eV